# 1
Density functional theory data (ωB97M-V/def2-TZVPD) for a cluster of 2 separate species, C4H8N2O4 in total.

Cartesian coordinates (Å):
C: 1.747 -1.339 1.634
C: -1.010 1.190 -0.567
C: -2.016 2.273 -0.269
C: 0.862 -1.790 -0.693
N: 1.072 -2.062 0.704
N: -1.026 0.027 -0.006
O: 2.578 -0.482 1.353
O: -0.026 1.569 -1.439
O: 0.134 -2.397 -1.392
O: 1.621 -0.819 -1.209
H: 1.400 -1.386 2.740
H: -3.026 1.810 -0.009
H: -1.795 2.778 0.666
H: -2.044 3.156 -1.018
H: 0.463 -2.725 1.054
H: -1.802 -0.156 0.557
H: 0.554 0.767 -1.512
H: 2.314 -0.414 -0.595

Values from the calculation:
E_HOMO = -0.37334 hartree
Total energy = -567.714566 a.u.
Kohn-Sham gap = 10.814 eV
Energy above the lowest of the compared OMol25 structures with the same formula, charge and spin = 12.63 kcal per mole



# 2
Density functional theory data (ωB97M-V/def2-TZVPD) for a cluster of 2 separate species, C4HO2 in total.

Cartesian coordinates (Å):
C: 0.582 -1.953 0.169
C: 0.042 -0.647 -0.218
C: -1.116 0.369 -0.497
C: 1.182 -0.756 0.521
O: -1.298 0.863 0.648
O: -1.755 0.445 -1.528
H: 2.362 1.679 0.905

Values from the calculation:
E_HOMO (spin up / spin down) = -0.18401 / -0.18294 hartree
Total energy = -303.262974 a.u.
Kohn-Sham gap (spin up / spin down) = 7.377 / 8.319 eV
Energy above the lowest of the compared OMol25 structures with the same formula, charge and spin = 109.22 kcal per mole
Net charge = -1



# 3
Density functional theory data (ωB97M-V/def2-TZVPD) for the molecule C5H7NO2.

Cartesian coordinates (Å):
C: -0.941 -1.480 0.144
C: -0.089 -0.106 -1.694
C: 0.656 0.072 -0.382
C: 1.254 1.224 0.124
C: -0.544 -0.060 0.386
H: -2.098 -1.615 0.044
H: -0.532 -2.260 0.747
H: 0.359 -0.815 -2.550
H: -0.967 0.474 -2.007
H: 1.480 -0.624 -0.169
H: 2.404 1.491 -0.091
H: -1.298 0.671 -0.112
N: 0.910 1.536 1.301
O: -0.599 -1.474 -1.212
O: -0.367 0.727 1.657

Values from the calculation:
E_HOMO = -0.35926 hartree
Total energy = -399.729147 a.u.
Kohn-Sham gap = 10.546 eV
Energy above the lowest of the compared OMol25 structures with the same formula, charge and spin = 148.35 kcal per mole



# 4
Density functional theory data (ωB97M-V/def2-TZVPD) for a structure of composition C30H41AsF6KN9O4.

Cartesian coordinates (Å):
K: 1.209 -2.928 -1.139
As: -0.798 -0.195 0.031
F: 0.933 -0.425 0.566
F: -0.236 -0.929 -1.522
F: -2.387 0.152 -0.600
F: -1.243 0.518 1.590
F: -0.292 1.498 -0.509
F: -1.262 -1.947 0.548
C: -2.227 -1.453 4.680
N: -1.878 -0.314 5.503
O: -2.035 0.804 4.994
O: -1.480 -0.556 6.648
H: -3.305 -1.503 4.831
H: -1.636 -2.303 5.022
H: -1.953 -1.088 3.690
C: -2.685 3.021 1.753
N: -4.039 3.302 2.381
O: -4.177 3.801 3.501
O: -4.956 3.192 1.646
H: -2.256 4.019 1.838
H: -2.791 2.601 0.753
H: -2.152 2.296 2.367
N: 4.509 -0.720 4.935
C: 3.402 -0.270 4.320
C: 3.658 -0.406 3.025
C: 4.886 -0.896 2.727
C: 5.398 -1.202 3.983
H: 4.584 -0.900 5.926
H: 2.454 0.017 4.751
H: 2.911 -0.055 2.327
H: 5.338 -1.094 1.766
H: 6.346 -1.621 4.287
N: -4.838 0.930 -1.980
C: -4.358 0.690 -3.258
C: -5.471 0.644 -4.180
C: -6.500 1.208 -3.503
C: -6.167 1.191 -2.176
H: -4.257 1.039 -1.160
H: -3.362 0.308 -3.427
H: -5.307 0.445 -5.229
H: -7.487 1.400 -3.896
H: -6.755 1.441 -1.305
N: 4.503 -1.779 -0.927
C: 4.316 -2.410 -2.118
C: 3.543 -1.528 -2.902
C: 3.058 -0.525 -2.122
C: 3.613 -0.779 -0.847
H: 4.967 -2.274 -0.179
H: 4.733 -3.387 -2.313
H: 3.231 -1.703 -3.921
H: 2.258 0.095 -2.497
H: 3.573 -0.219 0.075
N: 2.943 -4.138 1.932
C: 2.574 -5.348 1.277
C: 1.177 -5.369 1.257
C: 0.702 -4.185 1.772
C: 1.801 -3.382 2.202
H: 3.909 -3.877 2.071
H: 3.320 -6.068 0.973
H: 0.549 -6.161 0.876
H: -0.339 -3.936 1.912
H: 1.964 -2.460 2.739
N: -2.294 -3.679 -1.993
C: -1.747 -3.200 -3.076
C: -0.736 -4.115 -3.489
C: -0.864 -5.193 -2.640
C: -1.882 -4.894 -1.743
H: -3.080 -3.273 -1.505
H: -2.086 -2.210 -3.342
H: 0.031 -3.877 -4.211
H: -0.206 -6.049 -2.632
H: -2.188 -5.303 -0.792
N: 1.560 7.056 0.908
C: 1.226 5.876 0.181
C: 0.785 4.844 1.030
C: 1.083 5.390 2.338
C: 1.578 6.659 2.208
H: 1.735 7.935 0.443
H: 1.261 5.854 -0.898
H: 0.350 3.892 0.762
H: 0.982 5.017 3.347
H: 2.002 7.354 2.918
N: -0.325 2.229 -3.295
C: 0.151 3.537 -3.512
C: 0.214 3.726 -4.863
C: -0.196 2.559 -5.589
C: -0.523 1.659 -4.566
H: -0.572 1.876 -2.382
H: 0.533 4.213 -2.760
H: 0.686 4.607 -5.275
H: -0.276 2.569 -6.666
H: -0.935 0.666 -4.670

Values from the calculation:
E_HOMO = -0.27688 hartree
Total energy = -5396.249681 a.u.
Kohn-Sham gap = 6.970 eV